Entry from the Open Molecules 2025 dataset: C2H8N2S2 as an isolated structure (wB97M-V/def2-TZVPD).

```
14
Properties=species:S:1:pos:R:3:nbo_charge:R:1
C -0.68138 0.56232 -1.08116 -0.4167
C 0.99222 0.49311 0.71972 -0.0997
N -1.31204 -0.00239 1.01815 -0.6316
N -0.31281 0.56249 0.29157 -0.2646
S 2.18594 1.41683 -0.12222 0.0501
S 1.57046 -1.85967 0.62089 -0.5209
H 0.13988 1.02904 -1.73712 0.2294
H -0.87446 -0.51269 -1.20128 0.1849
H -1.56489 1.07624 -1.27464 0.2196
H 1.16200 0.47524 1.86472 0.2390
H -0.94109 -0.01415 2.07086 0.3783
H -1.46985 -0.94480 0.54999 0.3593
H 3.34167 0.96662 0.32726 0.1647
H 1.39441 -1.73612 -0.69584 0.1081
```

Properties
charge: 0
relative energy (zero: lowest compared OMol25 entry of this formula, charge and spin): 72.9 kcal/mol

***

Entry from the Open Molecules 2025 dataset: a 22-piece molecular cluster, C6H56BO24S overall (wB97M-V/def2-TZVPD).

```
88
Properties=species:S:1:pos:R:3:lowdin_charge:R:1
C -2.25120 1.60761 2.38606 -0.0973
C -1.31563 0.71018 1.39800 -0.1617
B -1.65839 1.09074 -0.13192 -0.5747
O -3.03114 0.87420 -0.56023 0.0341
S -0.45707 1.74087 -1.42162 1.1599
C 1.16301 2.27310 -0.69661 -0.2973
C 2.33549 1.27040 -1.18913 -0.2007
O 2.70946 0.50376 -0.00541 -0.0851
C 3.60131 -0.56506 -0.34789 -0.3815
C 3.05731 -1.88804 -1.06775 0.0234
O 4.82285 -0.40281 -0.07835 0.0621
H -2.00604 1.41992 3.49207 0.0875
H -2.12319 2.72397 2.12525 0.0757
H -3.36241 1.32078 2.27101 0.0969
H -1.68564 -0.37337 1.56364 0.1052
H -0.21002 0.75956 1.66755 0.1034
H -3.10915 -0.11811 -0.52267 0.0766
H -1.03725 2.90997 -1.93394 0.0597
H 1.17837 2.38640 0.43501 0.1222
H 1.41071 3.29564 -1.17245 0.1182
H 1.96072 0.56573 -2.00455 0.1224
H 3.21710 1.86979 -1.62968 0.1262
H 2.32070 -2.48425 -0.41000 0.1070
H 3.99330 -2.55312 -1.24743 0.0766
H 2.61162 -1.68247 -2.10885 0.1010
O 4.01385 -2.60646 2.31373 -0.0370
H 4.41083 -3.31416 1.79020 0.0410
H 4.21087 -1.80445 1.81245 0.0124
O -5.04871 -1.69911 -0.03669 -0.0444
H -5.43393 -2.52202 -0.37275 0.0284
H -5.79655 -1.09123 0.00632 0.0590
O -2.14351 -2.16160 -0.79278 -0.0390
H -2.93572 -2.05061 -0.24889 0.0163
H -2.45067 -2.67537 -1.55027 0.0699
O 4.91620 -4.38653 -2.17731 -0.0600
H 5.45921 -4.96634 -1.62713 0.0528
H 5.52528 -3.69064 -2.45481 0.0511
O 1.74528 -2.16097 4.71784 -0.0654
H 2.39838 -2.14915 4.00639 -0.0017
H 1.91690 -2.99092 5.17795 0.0391
O 2.68119 3.22506 -3.74563 -0.0693
H 3.08069 2.52162 -4.27398 0.0205
H 2.87284 4.03041 -4.24631 0.0087
O 3.86688 5.57607 -5.32238 -0.0470
H 4.56738 6.23990 -5.31852 0.0547
H 3.24048 5.90049 -5.98141 0.0499
O 5.12447 1.59228 -3.34165 -0.0381
H 5.59074 0.94423 -3.88658 0.0670
H 5.08465 1.17776 -2.46975 0.0309
O -2.49382 -0.87581 4.10455 -0.0590
H -1.70637 -1.30877 4.46001 0.0524
H -3.08972 -0.81270 4.86350 0.0271
O 6.90731 1.81467 0.61214 -0.0573
H 6.51500 0.99582 0.28405 -0.0084
H 6.16567 2.42970 0.65241 0.0310
O -4.78931 0.86577 5.47610 -0.0553
H -5.55565 1.15756 5.98443 0.0219
H -4.93000 1.25010 4.60203 0.0486
O -7.44134 1.09458 5.15650 -0.0580
H -8.30888 1.04052 4.73706 0.0557
H -7.31348 0.21755 5.54080 0.0510
O 3.18029 -5.54590 0.32207 -0.0524
H 3.56500 -5.35700 -0.54402 -0.0008
H 3.31725 -6.49437 0.43719 0.0448
O -6.31335 -4.64660 -1.19426 -0.0608
H -7.17896 -4.69973 -1.62354 0.0146
H -6.18991 -5.52209 -0.80983 0.0412
O -0.95694 2.31595 -5.26437 -0.0460
H -0.51730 2.09431 -4.43348 0.0029
H -1.71726 2.84722 -4.99693 0.0601
O -3.65107 3.50970 6.83878 -0.0516
H -4.03783 2.68719 6.50744 0.0028
H -4.39985 4.11742 6.88708 0.0512
O -0.10810 -2.49890 1.61847 -0.0473
H 0.59196 -1.83473 1.62955 0.0211
H -0.73545 -2.17128 0.95968 -0.0137
O -2.71798 5.04919 4.18571 -0.0643
H -2.25311 4.40442 3.64075 0.0001
H -2.75772 4.63207 5.05879 0.0070
O 7.69904 3.17709 -3.93988 -0.0623
H 6.82815 2.78392 -3.79198 -0.0123
H 8.31664 2.46610 -3.73113 0.0349
O 1.45076 0.83437 -5.63876 -0.0574
H 1.07078 0.01386 -5.97546 0.0460
H 0.70047 1.44464 -5.60730 -0.0147
O -8.47873 -6.24707 -2.58424 -0.0517
H -9.34222 -6.29857 -3.01214 0.0507
H -8.35581 -7.12383 -2.19992 0.0491
```

Properties
charge: +1

***

Entry from the Open Molecules 2025 dataset: one molecule with the formula C3H7NOS (wB97M-V/def2-TZVPD).

```
13
Properties=species:S:1:pos:R:3:nbo_charge:R:1
O 0.92604 -1.59872 -0.38801 -0.7512
C 1.45698 -0.32538 0.01622 -0.0579
C 0.45812 0.55105 0.66698 -0.5112
C -0.52132 1.16548 -0.32235 0.1008
N -1.66526 0.67899 -0.50605 -0.5226
S -2.12781 -0.82846 0.27398 0.1143
H -0.11292 -1.51596 -0.74955 0.4694
H 1.92427 0.10930 -0.88323 0.1653
H 2.19827 -0.66990 0.69088 0.1888
H -0.06385 -0.06367 1.42121 0.2302
H 1.06493 1.38893 1.13061 0.2320
H -0.35558 2.14433 -0.73494 0.1967
H -3.18187 -1.03598 -0.61574 0.1453
```

Properties
charge: 0
relative energy (zero: lowest compared OMol25 entry of this formula, charge and spin): 57.6 kcal/mol

***

E_LUMO for the records above, in order: 0.4, -3.8, 0.7 eV
Kohn-Sham gap for the records above, in order: 8.33, 8.79, 10.05 eV